A molecular structure, C6H2InO4, computed with wB97M-V/def2-TZVPD.

Results
gap between HOMO and LUMO (alpha / beta)	0.225 / 0.227	Ha
charge	+2
relative energy (zero: lowest compared OMol25 entry of this formula, charge and spin)	0.000	eV
expectation value of S²	1.801
spin multiplicity	2
calculated total energy	-19592.4559	eV

Last column: Löwdin spin population.
Element x y z (Å)
In  3.53240  -1.54210  2.97695  0.00
C  1.01583  0.93570  -0.47745  0.26
C  1.00547  -0.26707  0.32112  0.03
C  -0.35353  -1.13627  0.47736  0.00
O  -0.46282  -2.07467  1.24165  -0.26
C  -1.51532  -0.77641  -0.21780  -0.34
C  -1.52238  0.45341  -0.86903  -0.09
C  -0.23236  1.32290  -0.91992  -0.01
O  -0.26469  2.61377  -1.30256  0.61
O  -2.64126  0.79115  -1.50307  0.63
O  2.01607  -0.59565  0.95851  0.17
H  1.87210  1.59034  -0.40939  0.01
H  -2.44956  -1.31506  -0.27642  -0.01


10 unconnected molecules or ions with the total composition C6H30F6O9P, computed with wB97M-V/def2-TZVPD.

Results
gap between HOMO and LUMO	0.361	Ha
charge	-1
relative energy (zero: lowest compared OMol25 entry of this formula, charge and spin)	0.000	eV
calculated total energy	-50738.4277	eV

Last column: Löwdin charge in e.
Element x y z (Å)
P  -11.86796  -10.57894  3.61094  0.23
F  -13.18203  -9.75896  3.95049  -0.12
F  -12.61278  -11.87474  3.00862  -0.13
F  -11.71408  -9.87962  2.11020  -0.17
F  -10.47019  -11.35114  3.19263  -0.20
F  -10.89864  -9.33564  4.12313  -0.19
F  -11.71266  -11.19538  5.08498  -0.14
C  -10.12501  -11.07040  8.45339  -0.07
C  -8.84758  -10.53993  7.75087  -0.28
O  -8.75144  -11.08625  6.44364  -0.10
H  -10.04484  -12.13907  8.64152  0.08
H  -11.00165  -10.89455  7.83350  0.05
H  -10.13326  -10.48218  9.37448  0.07
H  -7.93991  -10.78250  8.30233  0.11
H  -8.89038  -9.44795  7.67109  0.11
H  -9.53714  -10.79084  5.96758  0.07
C  -13.69956  -12.28277  7.79762  -0.09
C  -14.75749  -11.19054  7.78467  -0.31
O  -15.49046  -11.09948  9.00101  -0.07
H  -13.00726  -12.41456  6.95768  0.06
H  -14.14390  -13.28260  7.75598  0.07
H  -12.98279  -12.14452  8.60902  0.06
H  -15.44594  -11.24732  6.94228  0.11
H  -14.18513  -10.27526  7.59074  0.10
H  -15.13354  -10.33878  9.46489  0.08
C  -7.04160  -14.91107  4.29470  -0.10
C  -7.81527  -13.79330  4.99813  -0.31
O  -6.86882  -12.96745  5.68642  -0.11
H  -6.10536  -14.58079  3.84240  0.07
H  -7.65076  -15.43846  3.55694  0.06
H  -6.66469  -15.73654  4.91219  0.06
H  -8.52795  -14.14856  5.74622  0.10
H  -8.35330  -13.23744  4.22786  0.10
H  -7.39031  -12.15617  5.84915  0.04
O  -7.87251  -10.01594  2.59038  -0.09
H  -8.31103  -9.13735  2.58044  -0.02
H  -8.60126  -10.63512  2.72064  -0.01
O  -13.58253  -7.66931  5.54418  -0.07
H  -12.78733  -7.33044  5.12187  0.03
H  -13.58026  -8.61081  5.33224  -0.01
O  -9.06891  -7.58119  2.67773  -0.05
H  -9.38072  -6.82321  2.17422  0.06
H  -9.87541  -8.06381  2.92574  0.02
O  -11.13650  -12.61765  0.51817  -0.07
H  -10.39727  -12.03959  0.30505  0.03
H  -11.25766  -12.50375  1.47088  -0.01
O  -14.60530  -10.66563  1.46853  -0.07
H  -13.79346  -11.18018  1.41759  0.00
H  -14.35195  -9.85831  1.92350  0.01
O  -13.48970  -15.24040  3.42260  -0.06
H  -12.82469  -14.67220  3.82909  0.03
H  -13.41952  -16.07698  3.89313  0.03


8 unconnected molecules or ions with the total composition C6H30N2O7, computed with wB97M-V/def2-TZVPD.

Results
gap between HOMO and LUMO	0.332	Ha
SMILES	CN(C)CCCCN.O.O.O.O.O.O.O
charge	0
relative energy (zero: lowest compared OMol25 entry of this formula, charge and spin)	5.939	eV
calculated total energy	-24017.1594	eV

Last column: Löwdin charge in e.
Element x y z (Å)
C  -0.46851  -2.14449  1.72012  -0.19
N  -1.53312  -1.10698  1.79081  -0.30
C  -2.81430  -1.35114  1.04955  -0.10
C  -1.83984  -0.72135  3.06878  -0.17
C  0.91729  -1.57713  1.19110  -0.17
C  1.22168  -1.75460  -0.34010  -0.18
C  2.15054  -0.59168  -0.88121  -0.28
N  1.59800  0.31532  -1.82955  0.02
H  -0.59578  -3.12316  1.10103  0.13
H  -0.29170  -2.74144  2.68751  0.12
H  -3.27756  -2.38268  1.01118  0.09
H  -2.44763  -1.27401  0.04479  0.06
H  -3.60014  -0.63982  1.50297  0.10
H  -2.82574  -0.13324  3.11493  0.10
H  -1.89343  -1.54998  3.84789  0.10
H  -0.97115  0.01639  3.17151  0.11
H  0.79234  -0.49793  1.31139  0.09
H  1.71191  -2.08487  1.74288  0.11
H  1.83385  -2.64423  -0.30152  0.09
H  0.39078  -2.00397  -1.00681  0.08
H  2.52717  -0.03004  0.04592  0.12
H  3.04777  -1.07716  -1.30613  0.11
H  0.64525  0.44390  -1.44064  0.08
H  1.42889  -0.05225  -2.68661  0.02
H  0.21805  -2.76088  -2.95258  0.04
H  -0.10206  -4.18516  -2.33058  0.05
O  -0.25040  -3.63723  -3.14699  -0.11
H  -2.29522  0.97704  -3.40104  -0.01
H  -0.75313  0.76890  -3.20011  0.11
O  -1.67690  0.28929  -3.44472  -0.07
H  3.08489  1.18109  3.28162  0.07
H  2.13840  2.15686  2.69898  -0.05
O  2.14174  1.31239  3.02018  -0.04
H  2.56872  3.90770  0.53370  0.09
H  2.76179  2.56158  -0.22856  -0.07
O  2.87477  2.94389  0.57109  -0.06
H  -1.04939  3.88955  -0.67075  0.07
H  -1.56837  2.58217  -1.30475  0.02
O  -1.02407  3.42885  -1.56393  -0.14
H  -2.77534  0.75971  0.15794  -0.01
H  -2.33056  0.70484  -1.34573  0.06
O  -2.51787  1.31279  -0.55840  -0.06
H  2.20764  3.78972  -1.95922  0.10
H  1.17673  2.90579  -1.49168  0.02
O  1.46406  3.81765  -1.27422  -0.12


13 unconnected molecules or ions with the total composition C6H30O12, computed with wB97M-V/def2-TZVPD.

Results
gap between HOMO and LUMO	0.350	Ha
charge	0
relative energy (zero: lowest compared OMol25 entry of this formula, charge and spin)	0.000	eV
calculated total energy	-31279.4139	eV

Last column: Löwdin charge in e.
Element x y z (Å)
C  0.90180  2.07814  1.01978  -0.09
C  0.40426  1.09430  0.16648  -0.09
C  -0.78774  1.25238  -0.52769  -0.08
C  -1.56013  2.37636  -0.28436  -0.08
C  -1.07821  3.34879  0.58975  -0.11
C  0.14992  3.24115  1.21103  -0.11
H  1.84962  1.90760  1.50659  0.10
H  1.14231  0.35328  -0.08247  0.07
H  -1.13587  0.43096  -1.13224  0.07
H  -2.48991  2.50109  -0.82357  0.10
H  -1.74175  4.19424  0.73975  0.10
H  0.43461  3.95143  1.96801  0.11
H  -1.44422  -1.29103  -2.88185  0.02
H  -0.68136  -2.58294  -3.12617  0.04
O  -0.68597  -1.64847  -3.37504  -0.07
H  2.19759  -0.42543  1.91070  0.03
H  1.71310  -1.06710  0.68029  -0.01
O  1.88668  -1.28377  1.59902  -0.06
H  -1.48379  0.90216  2.66390  0.03
H  -1.26897  -0.55923  3.21947  0.01
O  -1.89276  0.19139  3.16882  -0.06
H  0.16807  -2.27593  3.66006  0.07
H  0.02398  -2.28062  2.20613  0.03
O  -0.53276  -2.21911  2.99748  -0.05
H  2.24895  3.42694  -1.20039  0.04
H  1.50758  4.61392  -0.82510  0.04
O  2.28897  4.12310  -0.52754  -0.06
H  4.94776  -0.03044  0.95421  0.04
H  3.78148  -0.03913  -0.11437  0.00
O  4.00319  0.07401  0.83411  -0.07
H  -3.27894  -0.47504  2.03601  0.03
H  -4.49563  -0.40027  1.12688  0.06
O  -3.68742  -0.91131  1.25638  -0.07
H  0.70083  -0.63363  -3.18907  0.01
H  1.22525  0.86038  -3.39266  0.04
O  1.43916  -0.00007  -3.03157  -0.07
H  -3.02690  -0.63230  -0.80686  0.03
H  -3.72346  -0.46173  -2.17156  0.06
O  -2.85802  -0.51744  -1.75723  -0.06
H  4.43340  -1.12570  -1.80379  0.06
H  3.23076  -0.28467  -2.24102  0.03
O  3.49163  -0.99964  -1.62996  -0.07
H  -0.15287  -4.00498  -0.86765  0.05
H  0.79394  -2.79335  -0.91879  0.04
O  0.03200  -3.19222  -1.34877  -0.04
H  -1.58135  -2.94399  0.99325  0.00
H  -3.03208  -2.72514  1.07850  0.01
O  -2.37672  -3.11692  0.47312  -0.07


A molecular structure, C6H30O15V2, computed with wB97M-V/def2-TZVPD.

Results
gap between HOMO and LUMO	0.255	Ha
charge	0
relative energy (zero: lowest compared OMol25 entry of this formula, charge and spin)	3.594	eV
calculated total energy	-88792.5066	eV

Last column: Löwdin charge in e.
Element x y z (Å)
O  7.29173  11.95565  7.07878  -0.32
V  6.56872  10.50350  7.07100  1.06
O  5.36141  10.46452  6.07873  -0.26
O  4.32466  8.11644  8.89907  -0.35
V  5.56664  7.73928  9.88098  1.02
O  6.09824  6.28663  9.40708  -0.27
O  7.30052  8.84908  8.41487  -0.37
C  8.35435  9.10668  9.32475  -0.27
C  8.04755  9.03646  10.87104  -0.31
O  7.39569  7.92060  11.44785  -0.37
H  8.64654  10.12845  9.08246  0.08
H  9.27905  8.58071  9.08730  0.12
H  7.40366  9.88243  11.11152  0.08
H  8.90752  9.22445  11.51385  0.12
O  10.07595  6.12377  11.17525  -0.05
H  9.66174  5.83834  10.36089  0.03
H  9.44411  6.72640  11.56749  0.00
O  7.99946  9.68982  5.46225  -0.01
H  8.51488  8.91731  5.69420  0.07
H  8.64049  10.31124  5.11706  0.09
O  4.67424  9.18060  11.42893  -0.04
H  5.39432  9.00272  12.03396  0.02
H  3.89147  9.17703  11.97983  0.09
O  6.89146  5.11656  12.37231  -0.05
H  7.67312  4.72031  12.75732  0.04
H  7.13660  6.02866  12.21669  -0.03
O  7.95107  6.44805  6.78547  -0.05
H  7.13911  6.27308  6.30973  0.04
H  7.74277  7.19238  7.35011  -0.03
C  5.75666  11.64205  13.70448  -0.19
O  5.68418  12.94812  13.25524  -0.09
H  6.40730  10.92553  13.20312  0.06
H  5.98097  11.63484  14.77112  0.08
H  4.76944  11.20273  13.84767  0.07
H  5.75713  12.94337  12.29802  0.02
C  7.21983  13.22508  10.50638  -0.20
O  5.87963  13.30841  10.38220  -0.11
H  7.63098  13.55628  9.55277  0.07
H  7.65362  13.85794  11.28059  0.10
H  7.50307  12.17619  10.41862  0.08
H  5.63089  14.16093  10.01761  0.11
C  5.73549  7.57336  14.54686  -0.13
O  6.93358  8.35538  14.24606  -0.13
H  5.98778  6.64452  15.05843  0.07
H  5.23475  8.11227  15.35118  0.08
H  5.14524  7.25513  13.68754  0.07
H  7.17643  8.17505  13.33496  0.00
C  11.06247  11.90879  8.39699  -0.16
O  9.87550  12.67329  8.37406  -0.12
H  11.67441  12.32747  9.19596  0.09
H  11.01595  10.83764  8.59341  0.06
H  11.56198  11.95147  7.42913  0.08
H  9.31419  12.36544  7.65869  0.02


9 unconnected molecules or ions with the total composition C6H30O9, computed with wB97M-V/def2-TZVPD.

Results
gap between HOMO and LUMO	0.387	Ha
SMILES	CCO.CCO.CCO.O.O.O.O.O.O
charge	0
relative energy (zero: lowest compared OMol25 entry of this formula, charge and spin)	2.475	eV
calculated total energy	-25135.4977	eV

Last column: Löwdin charge in e.
Element x y z (Å)
C  2.90936  0.47713  -1.39580  -0.09
C  3.49983  -0.65613  -2.19509  -0.30
O  3.96176  -1.74062  -1.33920  -0.08
H  3.67818  1.05315  -0.90049  0.07
H  2.19642  -0.00942  -0.70961  0.07
H  2.31920  1.13253  -2.04668  0.08
H  4.34125  -0.41249  -2.86930  0.11
H  2.71795  -1.10019  -2.84056  0.11
H  4.28070  -1.30913  -0.58386  0.04
C  0.80758  1.15948  4.21233  -0.06
C  1.15515  -0.29943  3.87721  -0.31
O  -0.03789  -1.07339  3.93694  -0.11
H  0.62714  1.14433  5.28921  0.07
H  -0.12751  1.38043  3.68823  0.08
H  1.65399  1.81082  4.04526  0.07
H  1.97682  -0.73817  4.51211  0.13
H  1.48313  -0.42638  2.88059  0.08
H  -0.49979  -0.81607  4.74011  0.09
C  0.85020  -2.67421  0.85014  -0.08
C  0.19417  -2.43888  -0.44833  -0.31
O  -1.20004  -2.22426  -0.20714  -0.09
H  0.59030  -2.07601  1.77011  0.06
H  1.94314  -2.59870  0.70698  0.08
H  0.60419  -3.72279  1.16447  0.10
H  0.27039  -3.26658  -1.14767  0.12
H  0.58044  -1.57255  -0.95993  0.09
H  -1.66405  -1.97137  -1.00263  0.03
O  -2.58337  -1.14615  -2.54247  -0.02
H  -3.26877  -0.66894  -3.02369  0.04
H  -1.81527  -1.11057  -3.06076  0.02
O  -1.83571  2.42526  -2.93545  -0.08
H  -1.78909  2.14769  -2.00623  -0.01
H  -0.98089  2.88296  -3.17382  0.08
O  -4.23164  1.42457  -3.79135  -0.06
H  -3.66447  2.16764  -3.56010  0.00
H  -5.03298  1.93793  -3.66212  0.04
O  -1.85540  -0.42176  2.03960  -0.08
H  -1.89247  -1.23077  1.51012  0.03
H  -0.89371  -0.35799  2.30451  0.04
O  -2.11314  1.36384  -0.23634  -0.07
H  -2.79944  0.83569  -0.66832  0.05
H  -2.10753  0.93884  0.64276  0.02
O  -0.51151  3.91839  -0.57412  -0.08
H  -0.75883  4.71842  -0.07252  0.05
H  -0.97780  3.14386  -0.21712  0.00


- Which formula does entry 3 have?
  C6H30N2O7


- Among the records above, which one has the highest relative energy (zero: lowest compared OMol25 entry of this formula, charge and spin)?
  C6H30N2O7


- Look up the calculated total energy of the sixth one.
  -25135.4977 eV


- Which formula does entry 4 have?
  C6H30O12